One molecule with the formula C2H3N3O in a non-equilibrium geometry. Source: OMol25; level of theory: ωB97M-V/def2-TZVPD.

Last column: natural (NBO) charge in e.
Cartesian coordinates (Å):
O 0.928 -0.268 -1.817  -0.65
C 0.301 -0.100 -0.640  0.39
N 0.958 -0.121 0.511  -0.32
N -0.011 0.012 1.410  -0.16
N -1.221 0.124 0.946  -0.20
C -1.074 0.072 -0.372  -0.19
H 1.869 -0.379 -1.611  0.49
H 0.163 0.097 2.395  0.40
H -1.913 0.563 -0.821  0.23

- energy relative to the best compared isomer or geometry (same formula, charge and spin) (eV) = 1.391
- HOMO energy (eV) = -9.413
- spin multiplicity = 1
- SMILES string = Oc1cn[nH]n1
- total energy (Ha) = -317.4812
- strongest force on any atom (Eh/bohr) = 0.02985

---

An isolated ion of composition C5H7O4S and charge -1 in a non-equilibrium geometry. Source: OMol25; level of theory: ωB97M-V/def2-TZVPD.

Last column: natural (NBO) charge in e.
Cartesian coordinates (Å):
C -0.537 1.862 -0.260  -0.40
C -0.648 0.713 0.368  -0.25
C 2.143 -0.755 -0.799  -0.11
C 0.950 -1.003 0.070  0.06
C 0.395 0.029 1.106  -0.48
O -1.863 -1.159 -1.094  -1.02
O -3.106 0.713 -0.246  -1.04
O -2.373 -1.026 1.286  -1.03
O 2.108 -1.741 0.130  -0.49
S -2.131 -0.322 0.030  2.41
H -1.353 2.114 -0.953  0.22
H 0.072 2.660 -0.120  0.17
H 2.158 -1.010 -1.864  0.16
H 2.739 0.170 -0.592  0.15
H 0.113 -1.409 -0.531  0.23
H 1.195 0.637 1.515  0.19
H 0.139 -0.473 1.952  0.23

- energy relative to the best compared isomer or geometry (same formula, charge and spin) (eV) = 1.574
- HOMO energy (eV) = -5.085
- spin multiplicity = 1
- SMILES string = C=C(C[C@H]1CO1)S(=O)(=O)[O-]
- total energy (Ha) = -893.8461
- strongest force on any atom (Eh/bohr) = 0.06984
- charge = -1

---

A 2-piece molecular cluster, C9H14 overall. Source: OMol25; level of theory: ωB97M-V/def2-TZVPD.

Last column: natural (NBO) charge in e.
Cartesian coordinates (Å):
C -0.347 -1.930 -1.548  -0.62
C -1.767 -2.159 -1.079  -0.62
H -0.135 -0.899 -1.804  0.21
H 0.392 -2.217 -0.798  0.20
H -0.057 -2.555 -2.386  0.20
H -2.200 -1.304 -0.574  0.21
H -2.485 -2.386 -1.869  0.20
H -1.831 -2.919 -0.294  0.20
C 2.223 0.361 1.966  -0.63
C -1.274 0.996 0.614  -0.21
C -0.983 1.846 -0.438  -0.22
C -0.216 0.522 1.391  -0.21
C 1.097 0.815 1.067  -0.02
C 0.339 2.073 -0.839  -0.21
C 1.378 1.566 -0.069  -0.21
H -2.319 0.871 0.872  0.22
H -1.752 2.326 -1.018  0.21
H -0.456 -0.072 2.261  0.21
H 0.516 2.673 -1.723  0.21
H 2.333 -0.729 1.933  0.22
H 1.975 0.542 3.009  0.22
H 2.402 1.744 -0.396  0.21
H 3.166 0.835 1.721  0.22

- energy relative to the best compared isomer or geometry (same formula, charge and spin) (eV) = 0.251
- HOMO energy (eV) = -9.037
- spin multiplicity = 1
- SMILES string = Cc1ccccc1.CC
- total energy (Ha) = -351.3210
- strongest force on any atom (Eh/bohr) = 0.01935

---

A 2-piece molecular cluster, CH5FNO2P overall in a non-equilibrium geometry. Source: OMol25; level of theory: ωB97M-V/def2-TZVPD.

Last column: natural (NBO) charge in e.
Cartesian coordinates (Å):
C 0.943 -1.017 0.949  -0.28
N -1.662 0.601 0.629  -1.24
O -0.844 0.998 -1.795  -1.07
O 0.695 -0.409 -0.341  -0.78
F -1.193 2.320 -4.557  -0.57
P -0.619 0.476 -0.514  2.33
H 0.685 -0.172 1.685  0.22
H 1.967 -1.479 0.872  0.22
H 0.371 -1.990 1.092  0.20
H -1.191 1.722 -3.894  0.57
H -2.408 1.206 0.213  0.40

- energy relative to the best compared isomer or geometry (same formula, charge and spin) (eV) = 2.813
- HOMO energy (eV) = -10.962
- spin multiplicity = 1
- total energy (Ha) = -687.5558
- strongest force on any atom (Eh/bohr) = 0.10143

---

C4H6S2 as an isolated structure in a non-equilibrium geometry. Source: OMol25; level of theory: ωB97M-V/def2-TZVPD.

Last column: natural (NBO) charge in e.
Cartesian coordinates (Å):
C 0.714 1.386 -0.608  -0.62
C 0.186 0.421 0.477  -0.28
C -0.937 -0.514 0.090  -0.52
C -0.181 -1.800 0.334  -0.25
H -0.079 2.150 -0.713  0.22
H 0.924 0.809 -1.494  0.22
H 1.644 1.906 -0.393  0.22
H 0.055 0.916 1.440  0.22
H -1.808 -0.334 0.743  0.25
H -1.248 -0.547 -0.981  0.25
S -0.590 -3.376 0.273  0.02
S 1.320 -1.017 0.835  0.28

- energy relative to the best compared isomer or geometry (same formula, charge and spin) (eV) = 0.352
- HOMO energy (eV) = -8.599
- spin multiplicity = 1
- total energy (Ha) = -952.3565
- strongest force on any atom (Eh/bohr) = 0.04252

---

One molecule with the formula C4H7NS in a non-equilibrium geometry. Source: OMol25; level of theory: ωB97M-V/def2-TZVPD.

Last column: natural (NBO) charge in e.
Cartesian coordinates (Å):
C -1.346 -0.277 -0.972  -0.72
C 0.197 -0.139 -1.119  0.15
C 0.878 -0.536 1.232  -0.23
C 0.694 0.954 1.092  -0.24
H -1.755 0.559 -1.496  0.25
H -1.674 -1.149 -1.501  0.25
H -1.723 -0.336 0.060  0.21
H 0.013 -1.190 1.301  0.20
H 1.773 -0.937 1.694  0.21
H 1.450 1.690 1.326  0.22
H -0.339 1.375 1.127  0.20
N 1.075 0.096 -0.049  -0.49
S 0.757 -0.109 -2.695  0.00

- energy relative to the best compared isomer or geometry (same formula, charge and spin) (eV) = 2.337
- HOMO energy (eV) = -8.513
- spin multiplicity = 1
- SMILES string = CC(=S)N1CC1
- total energy (Ha) = -609.4726
- strongest force on any atom (Eh/bohr) = 0.04274